No. 1
DFT (ωB97M-V with the def2-TZVPD basis set) results for a structure of composition C34H23N8O7P2V.

Geometry as XYZ:
```
75
Properties=species:S:1:pos:R:3:forces:R:3:lowdin_spin:R:1
V -0.06433 -0.35518 0.13580 -0.01 -0.76 -0.34 1.053
C 3.60959 -3.99268 -3.86167 -0.06 -0.10 -0.06 0.000
C 2.37651 -4.68734 -4.01730 0.10 0.02 0.00 0.001
C 1.23380 -4.24179 -3.41578 -0.01 0.06 0.06 0.000
C 1.30461 -3.06145 -2.64671 -0.07 -0.01 -0.09 0.000
C 0.35476 -2.33744 -1.89776 -0.16 -0.09 -0.19 0.002
N -1.00770 -2.67512 -1.63048 0.15 0.20 0.36 0.000
C -1.92202 -1.58871 -1.69207 0.08 0.06 -0.32 0.004
C -3.18033 -1.53237 -2.31340 -0.03 -0.03 -0.08 0.001
C -3.90330 -2.41110 -3.16377 0.09 0.04 0.04 0.000
C -5.15154 -2.03949 -3.56999 -0.10 0.09 0.02 0.001
C -5.72614 -0.79738 -3.16408 0.00 -0.12 -0.07 0.001
C -5.04576 0.07345 -2.36397 0.15 0.01 0.08 0.001
C -3.74590 -0.27833 -1.92910 -0.20 0.00 -0.13 0.001
C -2.79446 0.36071 -1.12092 0.07 0.19 0.26 0.004
N -3.01567 1.46575 -0.33746 -0.08 -0.14 -0.18 -0.001
C -2.19140 1.86585 0.55080 0.28 0.00 0.27 0.004
N -0.89746 1.35636 0.83932 -0.04 -0.07 -0.03 0.004
C -0.33775 2.10008 1.81493 -0.12 0.23 0.01 0.005
N 0.90889 2.11291 2.23856 0.07 -0.13 -0.04 0.002
C 1.84688 1.43812 1.55755 0.04 0.24 0.07 0.005
N 1.68021 0.56923 0.56226 0.16 -0.12 -0.23 0.005
C 2.95016 0.27005 -0.01638 -0.25 0.11 0.25 0.005
N 3.19644 -0.51242 -1.00263 0.05 -0.12 -0.15 -0.001
C 2.27439 -1.26623 -1.64020 -0.06 0.19 0.13 0.005
N 0.92589 -1.25871 -1.35348 0.05 -0.07 0.18 -0.002
C 2.53065 -2.36388 -2.49270 0.20 -0.11 -0.11 0.001
C 3.70221 -2.85519 -3.10989 -0.10 0.09 0.08 0.000
C 3.94845 1.00570 0.75368 0.08 -0.06 -0.12 0.001
C 5.33181 1.09712 0.64165 -0.04 -0.03 -0.01 0.000
C 5.99925 1.89570 1.55279 0.03 0.03 0.04 0.000
C 5.31439 2.59887 2.55464 0.01 -0.03 -0.04 0.000
C 3.93740 2.51434 2.65913 0.03 0.00 0.00 0.000
C 3.27346 1.70492 1.74805 -0.14 0.05 0.02 0.001
C -1.32109 3.08925 2.29736 0.21 -0.07 -0.01 0.000
C -1.23145 4.04697 3.29202 -0.07 0.04 0.02 0.000
C -2.32234 4.88634 3.46864 0.03 -0.03 0.00 0.000
C -3.45528 4.76935 2.65799 -0.01 0.00 -0.01 0.000
C -3.53039 3.81244 1.65584 -0.01 0.02 0.04 0.000
C -2.44236 2.97029 1.49287 -0.12 -0.07 -0.17 0.000
N -1.68752 -0.43657 -1.03895 -0.16 -0.13 0.30 -0.002
H 4.49450 -4.38610 -4.34812 0.00 0.00 0.00 0.000
H 2.35487 -5.59361 -4.60978 0.01 0.00 -0.01 0.000
H 0.30127 -4.78375 -3.49568 0.00 0.00 0.01 0.000
H -3.46447 -3.34770 -3.48696 0.00 0.00 0.01 0.000
H -5.72119 -2.69337 -4.21868 0.00 0.01 -0.01 0.000
H -6.72075 -0.54462 -3.51070 0.00 -0.01 0.00 0.000
H -5.47748 1.02115 -2.06778 0.00 -0.01 0.02 0.000
H 4.64364 -2.33549 -2.98554 0.00 0.00 0.01 0.000
H 5.85668 0.55489 -0.13365 0.00 0.00 0.00 0.000
H 7.07743 1.98332 1.49458 0.00 0.00 0.00 0.000
H 5.87379 3.21322 3.24849 0.00 0.00 0.00 0.000
H 3.38644 3.05230 3.41909 -0.01 0.00 -0.01 0.000
H -0.34072 4.12639 3.90052 0.00 0.00 0.00 0.000
H -2.29868 5.64413 4.24144 0.00 0.00 0.00 0.000
H -4.28840 5.44264 2.81784 0.00 0.00 0.00 0.000
H -4.40155 3.71757 1.02124 0.00 0.00 0.00 0.000
C -0.19479 -4.45668 2.06156 0.01 -0.01 -0.02 0.000
C -1.47043 -3.86807 1.46445 0.56 0.26 -0.19 -0.001
O -2.49858 -4.83733 1.69561 -0.11 0.04 0.27 0.000
P -1.83869 -2.33238 2.52061 -1.03 -0.60 0.34 0.000
O -2.73232 -3.10018 3.63300 0.08 -0.05 0.00 0.000
O -2.94768 -1.60006 1.60745 0.05 0.03 -0.07 0.000
O -0.94371 -1.45324 3.28789 0.10 0.02 -0.21 -0.001
P -1.29026 -3.92525 -0.46904 -0.14 -0.07 0.01 0.000
O -2.84242 -4.22003 -0.81141 -0.10 0.09 0.03 0.000
O -0.35825 -5.02433 -0.74903 -0.12 -0.04 -0.02 0.000
O -0.30286 -1.75586 0.84848 0.64 1.01 0.30 -0.101
H -0.33073 -4.59140 3.13716 0.00 -0.01 0.00 0.000
H 0.64558 -3.78536 1.90047 -0.01 0.02 0.00 0.000
H 0.01511 -5.41314 1.58986 -0.01 -0.01 0.02 0.000
H -3.26269 -4.58999 1.15541 0.11 -0.11 -0.13 0.000
H -2.93741 -3.99839 3.33030 -0.09 0.02 -0.08 0.000
H -3.06892 -0.67101 1.84067 0.04 0.01 -0.01 0.000
H -3.31420 -3.43278 -1.13169 0.02 -0.01 -0.08 0.000
```
Positions in Å, forces in eV/Å.

## Properties
Multiplicity ... 2
Orbital gap (alpha / beta) ... 5.16 / 5.15 eV
<S²> ... 0.762
Net charge ... -1
Relative energy (zero: lowest compared OMol25 entry of this formula, charge and spin) ... 0.558 eV

---

No. 2
DFT (ωB97M-V with the def2-TZVPD basis set) results for a cluster of 2 separate species, C5H11N2 in total.

Geometry as XYZ:
```
18
Properties=species:S:1:pos:R:3:forces:R:3:mulliken_charge:R:1
C -0.32211 -2.11544 0.60828 0.42 0.52 4.21 -0.864
C -0.46210 -0.81213 0.84505 -0.93 -0.32 -2.24 -0.387
C 2.00905 0.77143 -0.40935 -0.06 0.25 -0.31 0.034
C -2.06254 1.03387 0.28479 0.24 3.99 -0.67 -1.335
C -0.96603 0.17563 -0.13618 3.03 -2.13 -2.60 0.588
N 0.85442 1.25466 -0.19746 -5.53 0.56 0.53 -0.376
N 2.28010 -0.51960 -0.65631 3.28 1.84 -0.64 -0.261
H -0.15789 -2.78407 1.49916 0.09 0.80 -1.02 0.228
H -0.31482 -2.61655 -0.27685 -0.52 -0.96 -2.71 0.456
H -0.31942 -0.35152 1.75528 0.20 0.30 2.35 0.397
H 2.81445 1.49474 -0.45275 0.51 -0.26 0.02 0.373
H -2.59995 1.58727 -0.52469 0.53 -0.87 0.31 0.339
H -1.84464 1.88876 1.00517 0.26 -1.37 -0.48 0.383
H -2.73299 0.40494 0.77726 -1.34 -1.10 0.89 0.390
H -1.03087 -0.30674 -1.22722 0.28 1.55 2.27 0.306
H 0.45999 2.23019 0.01369 2.17 -1.82 -0.57 0.266
H 3.30229 -0.64633 -0.93201 -2.33 -0.50 0.65 0.276
H 1.63840 -1.26249 -0.52023 -0.32 -0.48 0.00 0.188
```
Positions in Å, forces in eV/Å.

## Properties
Orbital gap ... 9.76 eV
Net charge ... +1
Relative energy (zero: lowest compared OMol25 entry of this formula, charge and spin) ... 2.814 eV

---

No. 3
DFT (ωB97M-V with the def2-TZVPD basis set) results for a cluster of 2 separate species, C5H14NO in total.

Geometry as XYZ:
```
21
Properties=species:S:1:pos:R:3:forces:R:3:mulliken_charge:R:1
C 0.91651 -1.81518 0.56974 -1.89 0.49 1.79 -0.896
C 0.15120 -1.52511 -0.69003 2.85 -1.13 -1.93 -0.338
C -0.00142 -0.07051 -1.09952 -2.78 -0.10 0.50 -0.737
C -1.01881 0.67145 -0.16564 2.02 0.75 0.16 0.458
C -0.76332 1.83349 0.45599 -2.62 -1.35 1.75 -0.738
N -2.41643 -0.10570 -0.04951 3.01 -0.81 -1.33 -0.348
H 1.21487 -2.85439 0.60532 0.31 -0.02 0.08 0.366
H 1.69297 -1.11156 0.76829 0.88 0.18 -0.09 0.209
H 0.18200 -1.66073 1.41023 0.82 -0.24 -0.26 0.193
H 0.69085 -2.22589 -1.46190 -1.43 1.81 0.65 0.319
H -0.81711 -1.87960 -0.54588 -1.68 -1.25 -0.16 0.171
H -0.64233 0.01028 -1.96988 0.49 -0.49 -1.21 0.362
H 0.90795 0.46033 -1.30966 0.23 0.46 0.44 0.396
H -1.62771 2.09631 1.19975 1.93 0.43 -1.45 0.217
H 0.23564 2.34124 0.47207 -1.27 -0.67 -0.12 0.262
H -2.30645 -0.82545 0.69532 -0.52 0.74 -0.40 0.351
H -3.25496 0.44192 -0.00118 -0.40 0.70 0.62 0.366
H -2.48788 -0.63122 -0.95966 0.03 0.42 1.01 0.387
H 2.84411 1.67917 -0.03682 -0.26 0.06 -0.29 0.316
H 3.49118 1.17627 1.16910 0.15 -0.26 0.58 0.280
O 2.63586 1.14479 0.73603 0.13 0.30 -0.35 -0.594
```
Positions in Å, forces in eV/Å.

## Properties
Orbital gap ... 10.81 eV
Net charge ... +1
Relative energy (zero: lowest compared OMol25 entry of this formula, charge and spin) ... 2.763 eV

---

No. 4
DFT (ωB97M-V with the def2-TZVPD basis set) results for a cluster of 2 separate species, CH3NO3 in total.

Geometry as XYZ:
```
8
Properties=species:S:1:pos:R:3:forces:R:3:mulliken_charge:R:1
O -0.93062 -1.05666 -0.23550 -1.02 1.45 0.33 -0.311
N -1.14358 -0.07014 0.38575 0.36 -0.72 0.29 0.276
O -2.23412 0.64882 -0.06435 -0.23 -0.68 -0.74 -0.371
H -2.30808 1.43114 0.50281 0.38 -0.20 0.17 0.394
C 1.65267 -0.23866 -0.14642 0.42 -0.45 -0.07 -0.074
O 1.32086 0.90169 -0.02489 0.16 0.44 -0.01 -0.397
H 1.75312 -0.92738 0.70908 -0.03 0.07 0.13 0.240
H 1.88977 -0.68882 -1.12647 -0.04 0.08 -0.09 0.242
```
Positions in Å, forces in eV/Å.

## Properties
Orbital gap ... 10.12 eV
SMILES string ... O=NO.C=O
Relative energy (zero: lowest compared OMol25 entry of this formula, charge and spin) ... 2.537 eV

---

No. 5
DFT (ωB97M-V with the def2-TZVPD basis set) results for a structure of composition C6H9O3Pt.

Geometry as XYZ:
```
19
Properties=species:S:1:pos:R:3:forces:R:3:lowdin_spin:R:1
O -1.40246 1.44312 -0.16760 2.46 -0.74 1.88 0.452
Pt -1.03745 -2.43877 -0.02740 -0.56 -0.29 -0.42 1.145
C -1.03535 -0.66048 -0.60595 0.37 0.10 -2.94 0.752
O 0.90818 -1.05830 0.69889 0.00 1.96 -1.78 0.182
C -0.53829 0.91532 0.62731 -2.76 3.46 -1.46 0.000
C -0.60426 1.21380 2.08886 0.79 -0.53 0.47 -0.008
H -0.47974 2.29264 2.23904 -0.13 0.03 -0.35 -0.003
H 0.18193 0.73546 2.68478 -0.23 -0.06 -0.21 0.001
H -1.59370 0.94836 2.48337 0.15 0.01 -0.23 -0.004
C 0.39927 -0.06134 0.01099 -1.47 -2.00 -0.09 0.331
O 0.03993 -0.17861 -1.74720 -0.53 -3.36 5.56 0.101
C 0.59694 0.78199 -2.62918 0.05 1.82 -0.81 0.014
H 0.56558 1.78948 -2.20519 0.11 -0.16 -0.08 0.003
H 1.60714 0.39234 -2.77721 -0.18 0.37 -0.32 0.005
H -0.04388 0.76968 -3.51744 0.23 -0.16 0.04 0.000
C 2.31634 -1.10780 1.00639 1.72 -0.19 0.74 0.026
H 2.85469 -0.21127 0.68574 -0.34 -0.10 -0.17 0.002
H 2.33827 -1.14564 2.09736 0.28 -0.35 -0.20 0.002
H 2.71061 -1.99780 0.50832 0.03 0.20 0.35 0.001
```
Positions in Å, forces in eV/Å.

## Properties
Multiplicity ... 4
Orbital gap (alpha / beta) ... 7.25 / 6.30 eV
<S²> ... 3.791
Net charge ... +2

---

No. 6
DFT (ωB97M-V with the def2-TZVPD basis set) results for the molecule C5H8.

Geometry as XYZ:
```
13
Properties=species:S:1:pos:R:3:forces:R:3:mulliken_charge:R:1
C -0.14486 -0.08422 -2.51561 0.30 0.15 -0.30 -0.814
C 0.29175 0.33350 -1.33209 -0.56 -0.53 0.34 -0.037
C -0.12143 -0.21885 -0.03539 0.43 0.57 -0.49 -0.110
C 0.26362 0.32772 1.11004 -0.45 -0.41 1.13 -0.120
C -0.14518 -0.18378 2.46736 0.12 -0.57 -0.38 -1.144
H 0.20777 0.41639 -3.40526 0.00 0.01 -0.14 0.252
H -0.81579 -0.91845 -2.68859 -0.03 0.04 0.33 0.256
H 0.97664 1.16317 -1.27045 0.17 0.23 -0.11 0.227
H -0.77936 -1.07565 -0.03111 -0.10 -0.16 0.00 0.277
H 0.91180 1.18718 1.19816 0.14 0.24 -0.61 0.311
H -0.57874 -1.18951 2.41165 -0.27 0.33 -0.07 0.308
H -0.80961 0.50174 2.99521 -0.06 -0.04 -0.06 0.282
H 0.74304 -0.31168 3.07067 0.31 0.14 0.34 0.312
```
Positions in Å, forces in eV/Å.

## Properties
Orbital gap ... 9.92 eV
SMILES string ... C=C/C=C/C
Relative energy (zero: lowest compared OMol25 entry of this formula, charge and spin) ... 0.651 eV

---

Number 1: F_max 1.242 eV Å⁻¹, E -3901.35332 a.u.. Number 2: F_max 5.580 eV Å⁻¹, E -306.28007 a.u.. Number 3: F_max 3.621 eV Å⁻¹, E -328.58468 a.u.. Number 4: F_max 1.803 eV Å⁻¹, E -320.24939 a.u.. Number 5: F_max 6.521 eV Å⁻¹, E -577.89859 a.u.. Number 6: F_max 1.289 eV Å⁻¹, E -195.26810 a.u..